(1)
40
Properties=species:S:1:pos:R:3 method="wB97M-V/def2-TZVPD" e_tot_ha=-1521.25189 molar_mass_g_mol=274.14 gap_ev=9.3 lumo_energy_ev=-0.759 multiplicity=1
Ar 0.36 0.16 -0.72
O 0.55 -3.17 -1.38
H 0.66 -4.09 -1.60
H 0.15 -3.17 -0.52
O 3.28 0.63 -2.15
H 3.45 0.48 -1.22
H 2.85 -0.17 -2.45
O 2.16 -1.61 -3.32
H 1.79 -2.23 -2.69
H 1.40 -1.28 -3.79
O 2.40 0.77 2.29
H 1.91 1.56 2.06
H 1.77 0.06 2.21
O 1.27 2.95 -2.98
H 1.78 2.28 -2.54
H 0.93 3.50 -2.28
O 1.33 3.48 1.71
H 0.83 3.60 0.90
H 2.03 4.12 1.66
O 0.10 -0.72 2.81
H 0.44 -1.07 3.64
H 0.02 -1.48 2.24
O -2.54 2.72 -0.19
H -3.00 2.20 -0.86
H -2.39 2.11 0.53
O -2.38 -3.16 -1.01
H -2.75 -4.03 -1.15
H -1.54 -3.18 -1.45
O -2.08 0.78 1.74
H -1.22 0.41 1.95
H -2.49 0.93 2.60
O -3.43 -1.81 1.28
H -2.95 -1.01 1.04
H -3.02 -2.50 0.75
O -0.11 4.01 -0.74
H -0.87 3.43 -0.70
H -0.46 4.87 -0.51
O -0.09 -3.07 1.59
H -0.82 -3.68 1.67
H 0.69 -3.64 1.58

(2)
117
Properties=species:S:1:pos:R:3 method="wB97M-V/def2-TZVPD" e_tot_ha=-4482.98595 molar_mass_g_mol=922.92 gap_ev="5.8 / 5.9" lumo_energy_ev="3.948 / 3.948" multiplicity=5 total_charge=-2 s_squared=6.01
Cr -0.42 1.86 -0.29
C -1.50 2.56 -3.49
C -0.88 1.50 -4.38
C -0.13 2.14 -5.55
C 0.02 0.54 -3.65
C 0.38 -0.72 -4.16
C 1.14 -1.32 -3.18
C 1.68 -2.73 -3.36
C 2.69 -2.75 -4.51
C 2.26 -3.48 -2.17
N 1.25 -0.44 -2.16
N 0.55 0.70 -2.44
B 1.72 -0.66 -0.71
N 2.50 0.53 -0.11
N 1.89 1.72 0.10
C 2.76 2.51 0.71
C 3.99 1.85 0.86
C 3.78 0.59 0.32
C 4.76 -0.54 0.17
C 5.76 -0.57 1.32
C 5.47 -0.44 -1.18
C 2.38 3.86 1.24
C 3.57 4.79 1.34
C 1.68 3.69 2.59
N 0.68 -0.56 1.75
N 0.03 0.55 2.41
C -1.02 -0.07 3.01
C -1.13 -1.42 2.86
C 0.09 -1.92 2.15
C 1.02 -2.80 3.01
C 2.48 -2.79 2.55
C 0.46 -4.22 3.03
C -1.84 0.73 3.99
C -1.09 0.72 5.34
C -2.11 2.18 3.58
H -2.23 3.13 -4.07
H -0.75 3.25 -3.12
H -2.03 2.10 -2.65
H -1.69 0.88 -4.77
H 0.64 2.81 -5.18
H -0.82 2.72 -6.17
H 0.35 1.38 -6.18
H 0.05 -1.16 -5.09
H 0.80 -3.30 -3.67
H 3.59 -2.19 -4.22
H 2.29 -2.29 -5.41
H 2.99 -3.78 -4.74
H 3.17 -3.01 -1.79
H 2.51 -4.49 -2.49
H 1.55 -3.56 -1.34
H 2.44 -1.62 -0.66
H 4.89 2.22 1.31
H 4.20 -1.48 0.17
H 6.40 0.32 1.30
H 6.41 -1.44 1.24
H 5.26 -0.60 2.28
H 6.04 0.50 -1.24
H 4.75 -0.44 -2.00
H 6.17 -1.27 -1.33
H 1.67 4.29 0.54
H 4.27 4.47 2.13
H 3.24 5.80 1.58
H 4.12 4.84 0.40
H 2.37 3.26 3.33
H 0.82 3.03 2.51
H 1.34 4.66 2.97
H -1.92 -2.05 3.24
H 0.97 -2.39 4.02
H 2.58 -2.98 1.48
H 3.04 -3.57 3.07
H 2.98 -1.84 2.77
H 0.58 -4.70 2.06
H -0.61 -4.21 3.27
H 0.98 -4.82 3.77
H -2.79 0.20 4.12
H -0.16 1.27 5.25
H -0.86 -0.30 5.65
H -1.70 1.19 6.12
H -1.22 2.63 3.16
H -2.41 2.76 4.46
H -2.91 2.24 2.85
N -2.72 4.50 -0.20
C -3.17 3.26 0.19
N -4.40 3.07 0.63
N -4.42 1.76 0.99
N -3.28 1.22 0.77
N -2.44 2.15 0.25
C -1.48 4.75 -0.73
N -1.19 5.89 -1.35
N 0.10 5.75 -1.71
N 0.55 4.60 -1.34
N -0.43 3.93 -0.69
H -3.43 5.17 -0.42
N -7.22 -3.64 1.61
C -6.34 -3.16 0.62
C -5.63 -4.05 -0.19
C -4.76 -3.56 -1.16
C -4.62 -2.20 -1.34
C -5.34 -1.31 -0.55
C -6.19 -1.79 0.42
S -3.43 -1.55 -2.50
O -4.15 -0.74 -3.45
O -2.73 -2.71 -3.02
N -2.50 -0.57 -1.66
C -1.62 -0.98 -0.77
S -1.49 -2.70 -0.20
C 0.03 -2.33 0.66
C 0.41 -0.89 0.26
N -0.73 -0.19 -0.22
H -6.92 -4.53 1.99
H -7.35 -2.98 2.36
H -5.73 -5.11 -0.03
H -4.17 -4.24 -1.76
H -5.19 -0.25 -0.67
H -6.71 -1.08 1.06
H 0.78 -3.06 0.38
H 1.68 -0.47 1.88

(3)
104
Properties=species:S:1:pos:R:3 method="wB97M-V/def2-TZVPD" e_tot_ha=-2977.86671 molar_mass_g_mol=803.77 gap_ev="1.5 / 1.4" lumo_energy_ev="0.501 / 0.498" multiplicity=1 total_charge=-1
Na 0.09 -0.80 0.31
C 6.82 2.23 2.45
C 5.62 1.63 1.76
C 5.67 0.91 0.54
C 4.53 0.26 -0.03
C 4.84 -0.26 -1.34
N 4.30 -1.32 -1.96
C 3.56 -2.40 -1.34
C 4.48 -3.53 -0.74
C 3.76 -4.57 0.06
N 2.58 -4.13 0.78
C 2.12 -4.84 1.79
C 1.00 -4.56 2.58
C 0.72 -5.39 3.70
C -0.23 -5.02 4.66
C -0.34 -5.78 5.96
C -0.95 -3.87 4.44
C -0.78 -3.02 3.36
C -1.57 -1.84 3.22
N -1.31 -0.84 2.43
C -2.31 0.25 2.39
C -1.68 1.60 2.24
C -0.28 1.78 2.88
N 0.80 1.34 2.02
C 1.99 1.47 2.50
C 3.22 1.15 1.91
C 4.36 1.75 2.39
C 3.26 0.38 0.65
O 2.26 -0.22 0.19
C 0.18 -3.38 2.27
O 0.28 -2.81 1.15
H 7.57 2.62 1.76
H 7.26 1.49 3.13
H 6.43 3.01 3.08
H 6.64 0.90 0.08
H 5.74 0.14 -1.85
H 4.62 -1.52 -2.92
H 2.90 -2.84 -2.05
H 2.98 -1.86 -0.59
H 5.30 -3.05 -0.08
H 4.99 -4.07 -1.58
H 4.45 -5.09 0.80
H 3.49 -5.42 -0.58
H 1.97 -3.34 0.44
H 2.74 -5.70 2.08
H 1.27 -6.33 3.78
H 0.51 -5.61 6.68
H -0.29 -6.90 5.78
H -1.28 -5.50 6.47
H -1.71 -3.63 5.20
H -2.51 -1.75 3.78
H -2.94 0.20 3.27
H -3.07 0.10 1.59
H -2.40 2.33 2.50
H -1.52 1.80 1.16
H -0.25 1.14 3.79
H -0.13 2.80 3.28
H 2.13 2.06 3.39
H 4.35 2.32 3.32
N -1.35 1.30 -4.12
C -1.00 2.64 -4.37
C -1.36 3.35 -5.53
C -0.89 4.65 -5.79
C 0.00 5.18 -4.84
C 0.34 4.55 -3.61
C -0.09 3.23 -3.45
S 0.48 2.41 -2.03
N -0.17 0.95 -2.09
C -0.92 0.52 -3.08
C -1.12 -0.95 -3.22
C -1.57 -1.63 -4.39
C -1.60 -3.00 -4.42
C -1.17 -3.72 -3.32
C -0.77 -3.03 -2.18
N -0.74 -1.71 -2.13
H -2.12 0.87 -4.58
H -2.06 2.92 -6.25
H -1.26 5.26 -6.64
H 0.43 6.13 -5.01
H 1.05 4.98 -2.90
H -1.79 -1.06 -5.29
H -1.87 -3.50 -5.35
H -1.19 -4.81 -3.26
H -0.37 -3.58 -1.34
F -4.59 8.45 -0.02
C -4.50 7.11 -0.15
C -5.34 6.32 0.64
C -5.19 4.95 0.66
C -4.39 4.32 -0.36
C -4.38 2.95 -0.57
C -3.55 5.19 -1.16
C -3.60 6.56 -1.10
H -6.00 6.76 1.37
H -5.72 4.34 1.38
H -3.67 2.44 -1.19
H -5.03 2.33 0.06
H -2.83 4.72 -1.82
H -2.95 7.18 -1.75
B -5.97 -1.99 -1.16
C -4.86 -1.07 -0.53
N -4.00 -0.41 -0.09
H -5.40 -2.63 -2.05
H -6.27 -2.70 -0.27
H -6.86 -1.23 -1.63

(4)
17
Properties=species:S:1:pos:R:3 method="wB97M-V/def2-TZVPD" e_tot_ha=-836.17425 molar_mass_g_mol=157.19 gap_ev=9.4 lumo_energy_ev=0.342 multiplicity=1
C 2.75 0.46 0.66
C 2.88 -0.87 0.60
C 1.46 0.91 0.28
C -2.49 -1.54 -0.76
C -2.32 -0.50 0.05
C -1.67 0.72 -0.40
N 0.64 -0.01 -0.07
O 1.05 2.17 0.29
O -1.71 1.74 0.24
S 1.35 -1.50 0.03
H 3.43 1.26 0.86
H 3.65 -1.46 0.71
H -3.14 -2.34 -0.50
H -2.27 -1.55 -1.83
H -2.75 -0.44 1.06
H -1.02 0.89 -1.42
H 0.16 2.07 0.19

(5)
64
Properties=species:S:1:pos:R:3 method="wB97M-V/def2-TZVPD" e_tot_ha=-5361.44809 molar_mass_g_mol=782.32 gap_ev=4.3 lumo_energy_ev=1.136 multiplicity=1 total_charge=-1
C -2.95 0.11 -3.20
C -2.09 -0.98 -2.62
C -2.63 -1.89 -1.72
C -1.86 -2.90 -1.15
C -2.47 -3.83 -0.12
C -3.11 -3.08 1.06
C -2.16 -2.79 2.21
I -0.85 -1.14 1.85
C -0.53 -3.05 -1.53
C 0.03 -2.16 -2.42
C -0.74 -1.11 -2.95
C -0.03 -0.17 -3.85
O -0.51 0.33 -4.85
C 1.38 0.11 -3.45
C 1.94 1.37 -3.55
C 3.24 1.62 -3.14
C 3.73 3.05 -3.21
C 2.92 3.99 -2.30
C 3.15 3.80 -0.79
F 4.23 3.01 -0.59
F 3.43 5.02 -0.25
C 1.92 3.17 -0.08
F 0.78 3.68 -0.57
F 1.92 1.86 -0.40
S 1.83 3.31 1.82
F 3.41 3.48 1.90
F 1.63 4.88 1.67
F 0.27 3.10 1.78
F 2.01 1.75 2.01
F 1.76 3.48 3.38
C 4.00 0.55 -2.68
Br 5.81 0.77 -2.16
C 3.46 -0.73 -2.58
C 2.14 -0.94 -2.94
C 1.47 -2.26 -2.80
O 2.04 -3.32 -2.95
H -3.32 -0.18 -4.19
H -3.78 0.35 -2.54
H -2.36 1.01 -3.37
H -3.67 -1.77 -1.46
H -1.64 -4.40 0.30
H -3.16 -4.53 -0.58
H -3.53 -2.13 0.74
H -3.94 -3.67 1.47
H -2.71 -2.47 3.12
H -1.56 -3.66 2.48
H 0.06 -3.85 -1.10
H 1.33 2.18 -3.92
H 3.52 3.39 -4.23
H 4.80 3.13 -3.07
H 3.19 5.02 -2.54
H 1.87 3.87 -2.55
H 4.07 -1.53 -2.20
C -2.86 0.04 5.70
C -3.10 -1.48 5.78
C -1.76 -2.14 6.19
O -3.52 -1.96 4.59
H -2.11 0.27 4.94
H -3.79 0.56 5.45
H -2.50 0.45 6.66
H -3.79 -1.64 6.65
H -1.00 -1.95 5.43
H -1.89 -3.22 6.29
H -1.39 -1.76 7.15

(6)
72
Properties=species:S:1:pos:R:3 method="wB97M-V/def2-TZVPD" e_tot_ha=-2938.79846 molar_mass_g_mol=660.41 gap_ev=9.3 lumo_energy_ev=-3.154 multiplicity=1 total_charge=+1
N -1.42 2.39 -1.12
C -1.53 3.60 -1.92
C -2.27 4.74 -1.22
C -3.76 4.43 -0.92
P -4.48 3.03 -1.81
H -2.08 2.37 -0.35
H -0.51 2.32 -0.68
H -2.01 3.40 -2.88
H -0.52 3.93 -2.16
H -2.22 5.65 -1.81
H -1.79 4.95 -0.27
H -4.42 5.27 -1.16
H -3.94 4.19 0.13
H -4.12 2.96 -3.15
H -5.87 3.11 -1.80
H -4.17 1.77 -1.27
C -0.18 -0.60 -0.33
C -1.24 -0.77 0.72
O -0.65 -1.22 1.97
C -0.11 -0.28 2.71
O -0.09 0.90 2.50
C 0.53 -0.91 3.98
F 1.30 -1.95 3.66
F -0.43 -1.33 4.81
F 1.28 -0.01 4.62
H 0.31 -1.54 -0.55
H -0.65 -0.23 -1.25
H 0.57 0.13 -0.01
H -1.97 -1.53 0.47
H -1.75 0.18 0.94
C 3.93 -4.01 4.23
C 5.26 -4.67 3.92
O 5.06 -5.84 3.07
C 4.88 -5.59 1.79
O 4.88 -4.52 1.24
C 4.70 -6.92 1.01
F 3.78 -7.70 1.60
F 5.85 -7.59 0.97
F 4.30 -6.68 -0.23
H 3.25 -4.71 4.70
H 4.10 -3.17 4.91
H 3.48 -3.62 3.32
H 5.73 -5.08 4.81
H 5.94 -4.00 3.41
C -2.99 -2.30 -5.98
C -4.07 -1.54 -5.26
O -4.49 -2.25 -4.06
C -3.72 -2.12 -3.00
O -2.78 -1.40 -2.86
C -4.23 -3.05 -1.87
F -4.50 -4.27 -2.30
F -5.36 -2.53 -1.36
F -3.33 -3.13 -0.89
H -3.32 -3.31 -6.23
H -2.74 -1.79 -6.91
H -2.08 -2.36 -5.38
H -4.99 -1.47 -5.85
H -3.74 -0.55 -4.97
C 3.99 2.82 1.99
C 2.76 3.54 2.48
O 2.43 4.66 1.60
C 1.80 4.37 0.50
O 1.41 3.30 0.11
C 1.44 5.66 -0.31
F 2.37 6.59 -0.33
F 0.32 6.18 0.24
F 1.15 5.30 -1.56
H 4.84 3.50 1.92
H 4.24 2.03 2.70
H 3.81 2.35 1.02
H 2.91 4.02 3.44
H 1.89 2.89 2.52

(7)
50
Properties=species:S:1:pos:R:3 method="wB97M-V/def2-TZVPD" e_tot_ha=-3395.16063 molar_mass_g_mol=535.45 gap_ev="4.7 / 5.9" lumo_energy_ev="3.991 / 3.988" multiplicity=3 total_charge=-2 s_squared=2.03
Ti -1.77 1.64 0.85
C 3.95 -2.27 -3.25
C 3.19 -1.29 -2.41
C 2.79 -1.61 -1.12
C 2.09 -0.70 -0.33
C 1.80 0.55 -0.84
C 2.19 0.89 -2.13
C 2.88 -0.02 -2.90
S 0.92 1.74 0.13
O 1.85 2.82 0.38
O -0.26 2.08 -0.70
N 0.32 1.01 1.35
C 0.61 1.32 2.74
C -0.70 1.16 3.52
O -0.67 1.00 4.73
O -1.79 1.23 2.80
H 3.75 -3.30 -2.93
H 5.03 -2.11 -3.17
H 3.69 -2.18 -4.31
H 2.98 -2.61 -0.73
H 1.73 -0.98 0.65
H 1.93 1.87 -2.51
H 3.17 0.25 -3.91
H 0.97 2.34 2.88
H 1.34 0.64 3.18
S -4.09 2.20 0.20
C -4.25 3.92 0.45
C -5.51 4.50 0.09
N -6.53 4.94 -0.22
C -3.26 4.71 0.94
S -1.68 4.15 1.40
C -3.50 6.12 1.10
N -3.67 7.26 1.23
C -1.23 -1.08 -2.07
C -1.37 -1.07 -0.57
O -2.08 -0.10 -0.06
C -0.82 -2.09 0.22
C -0.90 -2.04 1.64
C -0.29 -3.00 2.42
C 0.40 -4.07 1.85
C 0.46 -4.16 0.46
C -0.13 -3.20 -0.34
H -1.70 -0.19 -2.47
H -1.69 -1.97 -2.52
H -0.17 -1.08 -2.37
H -1.43 -1.22 2.10
H -0.35 -2.92 3.50
H 0.88 -4.82 2.47
H 0.99 -4.99 -0.01
H -0.05 -3.28 -1.42

(8)
14
Properties=species:S:1:pos:R:3 method="wB97M-V/def2-TZVPD" e_tot_ha=-270.50992 molar_mass_g_mol=84.12 smiles="C[C@H]1CCC1=O" gap_ev=10.4 lumo_energy_ev=1.067 multiplicity=1
C 1.30 -0.66 0.47
C 0.63 0.63 -0.14
C -0.41 0.21 -1.20
C -1.41 -0.09 -0.04
C -0.46 0.70 0.89
O -0.48 1.10 2.02
H 2.23 -0.43 0.99
H 0.66 -1.12 1.25
H 1.44 -1.43 -0.29
H 1.25 1.51 -0.35
H -0.78 1.00 -1.86
H -0.09 -0.63 -1.83
H -2.39 0.37 -0.10
H -1.49 -1.15 0.20

(9)
15
Properties=species:S:1:pos:R:3 method="wB97M-V/def2-TZVPD" e_tot_ha=-664.82681 molar_mass_g_mol=116.19 gap_ev=9.8 lumo_energy_ev=0.952 multiplicity=1
C 1.67 1.12 -0.23
C -0.73 -0.32 -0.17
C -2.27 -0.43 -0.52
C -1.76 0.57 0.44
H 1.94 -1.40 -0.18
H 3.45 -1.23 0.74
H 1.71 2.21 -0.24
H -0.37 -1.11 0.51
H -2.67 -0.16 -1.48
H -2.72 -1.35 -0.13
H -1.73 1.58 0.09
H -2.02 0.53 1.51
N 2.52 -0.87 0.54
N 2.54 0.48 0.46
S 0.45 0.38 -1.35